Entry from the OMol25 dataset: the molecule C3H6N2 in a non-equilibrium geometry (ωB97M-V with the def2-TZVPD basis set).

Results
ΔE to the lowest compared entry with this formula, charge and spin: 428.3 kJ/mol
Kohn-Sham gap: 9.73 eV
HOMO energy: -0.3454 hartree
LUMO level: 0.326 eV
DFT total energy: -227.26169 Ha

Last column: Mulliken charge in e.
Cartesian coordinates (Å):
C (1.95864, -0.61305, 0.15038)  -0.664
C (1.09524, 0.61398, -0.03418)  0.018
C (-2.20494, -0.22269, 0.24320)  -0.260
H (1.53609, -1.70752, -0.26919)  0.270
H (2.34368, -0.56487, 1.27075)  0.222
H (2.91219, -0.38640, -0.46908)  0.251
H (1.61427, 1.61382, 0.17983)  0.288
H (-2.96999, -1.10805, -0.04566)  0.249
H (-2.65511, 0.80197, 0.92857)  0.255
N (-0.21146, 0.80958, -0.18545)  -0.329
N (-0.91352, -0.42650, -0.35049)  -0.300